(1)
Entry from the Open Molecules 2025 dataset: C36H44LaN2Si as an isolated structure at a distorted geometry (the ωB97M-V functional and the def2-TZVPD basis).

Geometry as XYZ:
```
84
Properties=species:S:1:pos:R:3:forces:R:3:mulliken_charge:R:1
La -1.512424 0.493328 -0.741080 0.4 1.1 -3.0 1.306
Si -0.117897 -0.585340 -3.873905 0.2 2.2 -0.5 0.744
N -0.135695 -1.233995 0.398265 0.9 -0.9 1.2 -0.369
N -1.914892 0.483059 1.679378 0.0 -0.4 2.4 -0.445
C 0.510948 -4.697319 3.860568 -0.3 0.0 -0.1 -1.562
C 1.606351 -4.349973 2.842260 0.2 -0.1 0.1 1.874
C -1.674240 3.161937 -1.373633 0.6 0.2 0.0 -1.116
C -2.724219 1.382628 2.313838 0.8 -0.6 -0.1 -0.970
C -1.440334 3.122796 0.027077 0.2 0.0 0.1 -0.422
C 0.465060 2.364064 -1.020054 -0.3 0.2 0.0 -1.129
C -0.859493 1.344386 -6.037165 -0.2 0.5 0.0 -0.495
C 1.142071 -3.273623 0.548135 -0.2 0.2 0.0 -0.715
C 3.460609 0.688724 -5.570555 -0.4 -0.2 -0.1 -0.831
C -0.092668 -1.124722 1.769776 0.8 -0.9 -0.9 -0.493
C -1.595024 2.112603 6.557138 -0.2 -0.2 0.0 -1.564
C 2.860753 -3.899907 3.601745 0.2 0.1 -0.1 -1.563
C 1.935119 -5.607749 2.033029 0.0 0.0 0.0 -2.043
C -0.826383 0.006475 2.374042 -1.1 1.0 0.2 0.008
C -2.519803 1.043866 -4.341808 0.2 0.8 -0.1 -0.360
C 1.842319 -1.598659 -5.828352 0.9 0.4 0.1 -0.697
C -0.435321 0.572437 3.594702 0.0 -0.2 -0.5 -0.147
C -0.789476 3.944415 5.060359 0.0 0.0 -0.3 -1.585
C 0.756706 2.114652 5.725341 0.0 0.0 -0.1 -1.954
C -1.523527 2.506082 -6.478111 -0.1 -0.3 0.2 -0.609
C 0.530263 -2.265590 -0.189592 -0.4 0.6 0.6 -0.657
C 3.177435 -1.626939 -6.255763 -0.3 0.3 -0.1 -0.523
C -1.165352 1.636050 4.137226 0.1 0.1 0.2 0.458
C 1.346796 -0.453275 -5.194895 -0.7 0.0 -0.1 0.093
C 0.586034 -2.067329 2.547890 -0.6 0.7 -0.2 0.495
C -0.491387 2.710097 -2.018928 -0.1 0.5 0.3 0.172
C -2.382793 1.965865 3.523888 -0.3 -0.1 -0.4 -0.441
C -2.666556 2.956605 -5.811915 0.0 -0.1 0.2 -0.570
C -1.713753 -1.489410 -2.953803 0.7 -1.1 -1.0 -1.658
C -1.276245 0.660491 -4.883251 -1.0 -0.7 -0.2 0.699
C 3.985198 -0.487448 -6.116479 -0.1 -0.1 0.2 -0.448
C -0.692729 2.437657 5.356154 0.0 0.0 0.2 1.852
C 1.118685 -3.212298 1.945416 0.1 -0.2 0.1 0.467
C -3.181160 2.201997 -4.749549 0.1 0.0 -0.2 -0.916
C -0.125698 2.611900 0.245634 -0.1 0.5 0.0 -0.401
C 2.120606 0.716533 -5.151885 0.7 -0.4 -0.1 0.293
H 0.006476 1.001224 -6.608529 -0.2 0.1 0.4 0.436
H -2.642009 2.364328 6.350420 0.2 0.0 0.1 0.348
H 0.380737 2.527322 1.207149 -0.2 0.0 -0.2 0.543
H 0.865691 1.072478 6.038872 0.1 0.1 0.0 0.384
H -2.112268 3.506386 0.793024 0.2 -0.2 -0.2 0.677
H -0.415589 4.517104 5.919836 -0.1 -0.2 -0.2 0.446
H 0.531625 -2.270017 -1.280151 0.1 0.0 0.1 0.304
H 4.082055 1.579725 -5.469619 -0.1 -0.2 -0.1 0.376
H 0.623877 -1.924808 3.634630 -0.1 -0.2 -0.6 0.521
H -1.273929 2.681617 7.439197 -0.1 -0.1 -0.2 0.441
H -1.348413 -2.524811 -3.027980 -0.4 0.0 0.4 0.373
H -0.014371 0.511893 -2.827493 0.1 0.2 0.5 -0.241
H -3.061512 2.706509 3.954984 0.3 -0.3 -0.1 0.461
H 3.590819 -2.538255 -6.688725 -0.1 0.3 0.0 0.377
H 1.091116 -1.180085 -3.196169 -0.6 -1.5 1.1 -0.355
H 2.665889 -3.010978 4.211130 0.0 -0.1 0.0 0.311
H -0.178408 4.201478 4.184893 -0.1 0.0 0.2 0.363
H -2.108165 -1.404477 -1.913500 0.0 -0.6 -0.7 0.296
H 1.480858 1.997635 -1.197253 -0.5 0.1 0.0 0.451
H 1.428912 2.307292 4.883096 0.0 0.0 0.1 0.441
H 1.694607 1.654697 -4.787383 0.1 -0.3 0.1 0.308
H 3.668413 -3.664326 2.898856 -0.1 0.0 0.2 0.384
H 5.027439 -0.521619 -6.432868 -0.2 0.0 0.1 0.363
H 3.204570 -4.704389 4.263119 -0.1 0.2 -0.1 0.448
H -0.328078 2.722949 -3.092624 -0.1 -0.3 0.3 0.536
H -1.539951 1.044140 6.800763 -0.1 0.2 0.0 0.376
H 2.226834 -6.415692 2.716613 -0.1 0.2 -0.2 0.420
H 1.059657 -5.940658 1.461053 0.2 0.0 0.1 0.451
H 1.606479 -4.102860 0.013663 -0.2 0.3 0.2 0.474
H -2.549325 -1.425227 -3.664684 0.1 -0.1 0.5 0.665
H -4.097050 2.501123 -4.233284 0.2 0.0 -0.3 0.463
H 1.197458 -2.468121 -5.967045 0.3 0.0 0.2 0.310
H 0.290645 -3.857990 4.526836 0.0 -0.1 0.0 0.329
H 2.769248 -5.423657 1.345548 -0.1 -0.1 0.1 0.401
H -1.822860 4.254853 4.866653 0.2 0.0 0.1 0.347
H -3.025127 0.451140 -3.576549 0.2 0.1 0.1 0.374
H -3.661482 1.629586 1.804514 0.4 0.0 0.1 0.388
H -2.572324 3.525826 -1.876014 0.3 -0.1 0.2 0.543
H 0.484199 0.191052 4.048329 -0.4 0.4 -0.1 0.665
H 0.827243 -5.545286 4.478338 0.0 0.2 -0.1 0.436
H -0.414876 -4.977279 3.345186 0.1 0.0 0.1 0.379
H -3.168856 3.875060 -6.120080 0.2 -0.3 0.0 0.384
H -1.132637 3.061439 -7.338473 -0.2 -0.3 0.3 0.402
H 1.074535 2.748612 6.560586 -0.1 -0.1 -0.2 0.426
```
Forces are in eV/Å.

Computed properties:
Charge: +1
Energy relative to the best compared isomer or geometry (same formula, charge and spin) (kcal per mole): 0.0
Energy (eV): -49756.493
2S+1: 1
Lowest unoccupied orbital energy (eV): -3.932
HOMO energy (Eh): -0.3470
Largest force on an atom (eV/Å): 3.184

---

(2)
Entry from the Open Molecules 2025 dataset: a 6-piece molecular cluster, C36H44NO overall (the ωB97M-V functional and the def2-TZVPD basis).

Geometry as XYZ:
```
82
Properties=species:S:1:pos:R:3:forces:R:3:mulliken_charge:R:1
O 1.959106 -1.734397 3.063480 0.1 -0.1 -0.1 -0.532
N 1.744669 -2.477393 -0.746820 0.2 0.0 0.0 -0.947
C 0.532554 2.786233 1.664955 0.0 -0.1 0.0 -0.373
C -4.808690 -0.022767 -2.065144 0.0 0.0 0.0 -0.326
C 1.172815 1.185153 -1.449847 0.0 0.0 0.0 -0.669
C 1.340323 -6.475420 1.307671 0.0 0.0 0.0 -0.218
C 2.509133 3.432999 3.499915 0.0 0.0 0.0 -0.451
C 2.279439 -3.069486 0.427030 -0.1 -0.1 0.4 0.096
C 1.671166 -6.532718 -0.039314 0.0 0.0 0.0 -0.484
C -0.054914 2.559826 -6.824777 0.0 0.0 0.0 -0.378
C -3.353180 2.201822 2.390050 0.0 0.0 0.0 -0.055
C 3.121970 -1.353462 2.305162 0.1 -0.2 -0.1 0.072
C -4.002289 4.465654 2.874940 0.0 0.0 0.0 -0.533
C 1.065943 4.067093 1.684045 0.0 0.0 0.0 -0.721
C -0.659430 2.176919 -5.634758 0.0 0.0 0.0 -0.457
C 1.979684 2.149531 3.472783 0.0 0.0 0.0 -0.318
C 2.052625 4.392324 2.605550 0.0 0.0 0.0 -0.422
C 1.793510 -7.454869 2.179997 0.0 0.0 0.0 -0.473
C 1.436170 3.997881 -5.604034 0.0 0.0 0.0 -0.369
C -4.614100 1.758770 2.764176 0.0 0.0 0.0 -0.598
C -3.237475 -0.711261 -0.377557 0.0 0.0 0.0 -0.762
C 0.992029 3.471267 -6.809688 0.0 0.0 0.0 -0.421
C 1.078601 -1.255910 -0.540706 -0.4 0.4 0.3 -0.238
C -5.568118 2.669414 3.198025 0.0 0.0 0.0 -0.371
C 2.909478 -8.560264 0.361085 0.0 0.0 0.0 -0.397
C -0.217927 2.706263 -4.430357 0.0 0.0 0.0 0.006
C 2.457984 -7.575495 -0.508937 0.0 0.0 0.0 -0.290
C -3.048352 3.554791 2.441012 0.0 0.0 0.0 -0.159
C -2.455100 0.401614 -0.653092 0.0 -0.1 0.0 0.256
C -5.261939 4.022727 3.255902 0.0 0.0 0.0 -0.362
C 3.451675 -2.374426 1.211895 0.0 0.1 -0.3 -1.109
C 1.902878 0.084259 -0.667036 0.1 0.0 -0.1 -0.044
C 2.577192 -8.500555 1.707787 0.0 0.0 0.0 -0.330
C -4.026486 1.091349 -2.339375 0.0 0.0 0.0 -0.748
C -2.850431 1.301097 -1.632574 0.0 0.1 0.1 -0.219
C -4.413449 -0.922760 -1.084204 0.0 0.0 0.0 -0.471
C 0.832100 3.614611 -4.414588 0.0 0.0 0.0 -0.485
C 0.988413 1.825238 2.556552 0.0 0.0 0.0 -0.310
H 4.107027 -3.141265 1.645285 -0.1 0.0 0.0 0.442
H -3.763500 5.521374 2.914010 0.0 0.0 0.0 0.371
H 0.085742 1.069901 -1.352212 0.1 0.1 0.0 -0.318
H -5.723400 -0.192596 -2.619735 0.0 0.0 0.0 0.372
H 2.696337 -4.040984 0.130685 0.0 0.0 0.1 0.199
H 2.473955 5.390079 2.619558 0.0 0.0 0.0 0.348
H 2.260865 4.699698 -5.590570 0.0 0.0 0.0 0.356
H -0.218816 2.516933 0.933309 0.0 0.0 0.0 0.896
H 0.751198 -5.642576 1.668970 0.0 0.0 0.0 0.343
H -1.467417 1.456263 -5.640915 0.0 0.0 0.0 0.396
H 2.935136 -9.262747 2.389657 0.0 0.0 0.0 0.342
H 0.581766 -1.190990 0.473730 0.0 0.0 -0.2 0.117
H 0.721124 4.807689 0.972193 0.0 0.0 0.0 0.430
H 0.592378 0.816803 2.509966 0.0 0.0 0.0 0.308
H -6.552724 2.324182 3.488590 0.0 0.0 0.0 0.350
H 1.857373 -1.074482 3.751441 -0.1 0.0 0.1 0.266
H -2.610696 1.493267 2.048685 0.0 0.0 0.0 0.393
H 2.728557 -7.613063 -1.557096 0.0 0.0 0.0 0.360
H -2.912708 -1.421277 0.372651 0.0 0.0 0.0 0.434
H 1.188178 4.006381 -3.470181 0.0 0.0 0.0 0.377
H 1.468657 3.764155 -7.737060 0.0 0.0 0.0 0.344
H 0.244756 -1.141906 -1.265821 0.1 -0.1 0.0 0.397
H -2.065513 3.892717 2.139030 0.0 0.0 0.0 0.222
H 2.969897 -0.359584 1.879368 -0.1 0.0 0.0 -0.060
H -5.017868 -1.797388 -0.877482 0.0 0.0 0.0 0.364
H -0.669221 2.391120 -3.498520 0.0 0.0 0.0 0.294
H 3.527595 -9.369476 -0.009285 0.0 0.0 0.0 0.343
H 1.515653 -3.304279 1.217943 0.0 0.1 -0.2 -0.074
H -2.238955 2.171493 -1.840262 0.0 0.0 0.0 0.528
H 2.169825 0.474354 0.318929 0.0 0.0 0.0 -0.502
H -0.394409 2.140351 -7.763692 0.0 0.0 0.0 0.360
H -6.007156 4.732627 3.593531 0.0 0.0 0.0 0.349
H 4.025269 -1.858996 0.430096 0.2 0.0 0.2 0.332
H 3.287199 3.682661 4.210799 0.0 0.0 0.0 0.371
H 1.403973 1.136206 -2.517366 -0.1 -0.1 0.0 0.408
H 3.976126 -1.296329 2.995890 0.0 0.1 -0.1 0.448
H -4.852950 0.704124 2.708852 0.0 0.0 0.0 0.387
H 1.543807 -7.397781 3.232630 0.0 0.0 0.0 0.355
H -4.331406 1.794665 -3.104558 0.0 0.0 0.0 0.388
H 2.353394 1.394514 4.153776 0.0 0.0 0.0 0.282
H 2.840910 -0.168778 -1.170969 -0.1 0.0 0.0 0.429
H 1.428032 2.196203 -1.114109 0.1 0.0 0.0 0.265
H 1.339547 -5.741933 -0.701791 0.0 0.0 0.0 0.440
H -1.525116 0.543018 -0.117144 0.0 0.0 0.0 0.158
```
Forces are in eV/Å.

Computed properties:
Charge: -1
Energy (eV): -41581.601
2S+1: 1
Lowest unoccupied orbital energy (eV): 2.500
HOMO energy (Eh): -0.0625
Largest force on an atom (eV/Å): 0.597

---

(3)
Entry from the Open Molecules 2025 dataset: C36H45Br2InN6O2Si as an isolated structure (the ωB97M-V functional and the def2-TZVPD basis).

Geometry as XYZ:
```
93
Properties=species:S:1:pos:R:3:forces:R:3:mulliken_charge:R:1
In 0.608915 0.051024 -1.151984 0.2 -0.2 -0.2 3.057
Br -3.730939 3.697072 -6.014404 0.0 0.0 0.0 -0.265
Br 0.870739 5.104910 -3.062607 0.0 0.0 0.0 -0.231
Si -1.148091 -1.201487 0.558857 0.1 0.3 0.1 -0.873
O 0.885361 -2.294579 -3.039205 0.2 -0.1 0.0 -0.485
O 0.614861 2.189919 -2.098236 -0.1 -0.1 0.1 -0.206
N -1.168691 0.323073 -2.811299 -0.1 0.1 -0.1 0.187
N -1.006635 2.640289 0.124336 -0.3 0.3 0.3 -0.262
N 2.494255 -1.399237 0.429935 0.0 -0.1 0.0 0.766
N 2.617794 -3.374653 -3.981803 0.1 0.1 0.1 -0.470
N -2.395063 3.998958 1.683366 0.1 0.0 -0.2 0.069
N 2.184955 1.345556 0.396429 0.0 0.2 0.1 0.843
C -0.438791 0.585178 2.649343 -0.1 0.1 0.1 -2.487
C -1.891464 4.256896 3.029483 -0.1 -0.1 -0.1 -0.882
C -2.759085 -0.250952 0.270952 -0.1 0.1 -0.1 -1.043
C -2.322011 1.878497 -4.267432 0.0 -0.1 0.0 0.677
C -1.223589 -3.648584 -1.068694 -0.1 0.0 0.0 -1.881
C -1.641145 -3.082649 0.299432 0.2 0.0 -0.1 2.874
C -2.131558 -1.099044 3.247333 -0.1 -0.1 0.1 -1.942
C 2.639548 -2.708526 0.433552 -0.1 0.1 0.0 -0.733
C 4.159966 -2.646730 2.261865 0.1 0.0 0.1 -1.028
C 3.035564 0.785383 1.292052 -0.1 -0.1 -0.2 -0.892
C -2.016775 -0.622246 -3.136743 0.1 0.1 -0.1 -0.496
C -1.013973 -3.995063 1.363362 0.0 0.0 0.0 -1.916
C -0.281839 2.520572 -2.936413 -0.1 0.1 0.0 -0.443
C -3.077299 -0.398026 -4.029060 0.0 -0.1 0.0 -1.136
C 4.750199 -0.418192 3.204882 0.0 -0.2 0.0 -1.074
C -3.844280 4.011006 1.483409 0.2 -0.1 0.1 -0.968
C -0.825316 -0.882008 2.470660 0.1 -0.1 0.0 3.080
C 3.471730 -3.384315 1.335931 0.0 -0.1 0.0 -0.899
C 2.348692 0.061886 -2.505857 -0.2 -0.6 -0.1 -1.611
C 3.803498 1.558650 2.169602 0.1 0.0 0.1 1.417
C -1.416771 4.107600 -4.440787 0.1 0.0 0.0 -0.424
C 4.029157 -1.248268 2.278005 0.1 0.0 0.1 1.494
C -1.288381 1.561404 -3.356248 0.0 -0.2 0.2 0.420
C -3.230547 0.841828 -4.581404 0.0 0.1 0.0 -0.841
C -0.399440 3.780152 -3.536592 0.0 -0.1 0.1 -0.297
C 2.136916 2.665605 0.293136 0.0 -0.2 0.1 -0.643
C 4.649981 0.921261 3.143441 0.0 0.1 0.0 -1.013
C 3.716558 2.957535 2.057597 0.1 0.0 0.1 -0.836
C -2.361292 3.186733 -4.798701 0.0 0.1 0.0 0.046
C -3.165004 -3.226119 0.418206 -0.1 -0.2 0.0 -2.053
C 2.082115 -2.328400 -3.298109 -0.4 0.1 0.0 0.525
C 0.271768 -1.714052 3.162083 0.0 0.1 0.1 -1.987
C 3.177202 -0.664800 1.328950 -0.1 0.1 -0.1 -0.260
C -1.650080 3.271317 0.851517 -0.1 0.0 0.0 0.223
C 2.905492 3.511891 1.108968 -0.1 0.0 -0.1 -1.316
C 3.043022 -1.240649 -2.879109 0.0 0.1 0.0 -0.808
H 1.168266 -1.819051 2.557110 0.1 0.0 -0.1 0.295
H 1.946918 0.521471 -3.410229 0.0 0.1 0.0 0.757
H 1.462019 3.060928 -0.461268 0.1 -0.1 0.1 0.387
H 3.061574 0.758654 -2.068992 0.0 0.0 0.0 0.290
H -3.078499 -0.322915 -0.772134 0.0 0.0 0.1 0.282
H -4.334129 3.218164 2.055277 0.0 0.0 0.0 0.292
H -0.351784 0.812932 3.722624 0.0 0.0 -0.1 0.686
H 0.512561 0.822192 2.175311 0.0 0.0 0.0 0.188
H -2.276046 5.216757 3.371047 0.0 0.0 0.0 0.329
H -3.757418 -1.204593 -4.270192 0.0 0.0 0.0 0.461
H 0.076506 -3.913436 1.404230 -0.1 0.0 0.0 0.212
H -1.405382 -3.791217 2.360571 0.0 0.0 -0.1 0.366
H -1.849199 -1.594528 -2.689129 0.0 0.0 0.0 0.587
H -1.955510 -0.921904 4.318119 0.0 0.0 -0.1 0.575
H -2.516114 -2.119004 3.144445 0.0 0.1 0.0 0.286
H -3.544757 -2.895702 1.389044 0.0 0.0 -0.1 0.324
H -0.254237 -3.298461 -1.409061 0.1 0.0 0.0 0.155
H 5.209145 1.547832 3.829252 0.0 0.0 0.0 0.406
H -1.188697 1.246930 2.221129 0.0 0.0 0.0 0.152
H 4.310601 3.579686 2.718651 0.0 0.0 0.0 0.423
H -3.574208 -0.622434 0.896985 0.1 0.0 -0.1 0.443
H -0.805278 4.299806 3.009527 0.0 0.0 0.0 0.296
H -1.450893 5.103320 -4.860616 0.0 0.0 0.0 0.420
H 3.581116 -3.372959 -4.261425 0.0 0.0 0.0 0.177
H 2.056870 -3.260058 -0.303498 0.1 0.1 0.0 0.394
H 2.838206 4.584610 0.978135 0.0 -0.1 0.0 0.543
H -3.690982 -2.662493 -0.355664 0.0 0.0 0.0 0.339
H 3.752772 -1.114836 -3.706685 0.1 0.1 0.0 0.577
H 4.811153 -3.127723 2.983709 0.0 0.0 0.0 0.408
H -4.237216 4.974517 1.804334 0.0 0.0 0.0 0.352
H -4.066116 3.874113 0.428460 0.0 0.0 0.0 0.334
H 2.010763 -4.104504 -4.309432 0.0 0.0 0.0 0.253
H 0.566273 -1.209363 4.094211 0.0 -0.1 -0.1 0.560
H -2.201100 3.478886 3.732262 0.0 0.0 0.0 0.301
H -2.606867 0.809120 0.481140 0.0 -0.1 0.0 -0.167
H 3.625472 -1.634009 -2.041157 0.0 0.0 0.1 0.280
H -1.950890 -3.400438 -1.847156 0.1 0.0 0.0 0.427
H -2.917150 -0.412156 2.923538 0.1 0.0 0.1 0.266
H 3.556864 -4.463259 1.294979 0.0 0.1 0.0 0.472
H -4.043434 1.044260 -5.266024 0.0 0.0 0.0 0.349
H -1.258686 -5.037892 1.125231 0.0 0.0 0.0 0.671
H -3.434368 -4.285001 0.300475 0.0 0.1 0.0 0.499
H -1.190216 -4.745738 -1.017836 -0.1 0.1 0.0 0.545
H 5.385361 -0.893751 3.943570 0.0 0.0 0.0 0.420
H -0.063495 -2.712352 3.435177 0.0 0.0 0.0 0.413
```
Forces are in eV/Å.

Computed properties:
Energy relative to the best compared isomer or geometry (same formula, charge and spin) (kcal per mole): 45.0
Energy (eV): -204236.439
2S+1: 1
Lowest unoccupied orbital energy (eV): -0.118
HOMO energy (Eh): -0.2466
Largest force on an atom (eV/Å): 0.647